Formula: C7H17N3OS
Source: the Open Molecules 2025 dataset
Level of theory: wB97M-V/def2-TZVPD

Its molecular weight is 191.3 u. Its net charge is +2. As for the energy relative to the best compared isomer or geometry (same formula, charge and spin): 200.5 kJ/mol. Its total energy is -24866.28216 eV. The spin multiplicity is 1.

CARTESIAN COORDINATES (ANGSTROEM)
C1 -2.064 -1.170 -0.499
C2 0.270 -0.640 -0.621
C3 2.382 2.418 1.448
C4 -2.372 -0.591 -1.664
C5 -3.238 -1.618 0.430
C6 -0.451 -2.546 0.876
C7 3.843 2.318 -0.443
N1 -0.749 -1.493 -0.155
N2 -3.519 -0.070 -1.936
N3 3.583 2.605 0.857
O1 0.592 0.365 0.966
S1 1.943 0.316 1.687
H1 1.233 -1.018 -0.745
H2 -0.063 0.168 -1.253
H3 2.313 2.528 2.644
H4 1.527 2.538 0.885
H5 -1.622 -0.419 -2.401
H6 -3.315 -2.772 0.413
H7 -4.206 -1.116 0.212
H8 -2.985 -1.358 1.447
H9 -0.960 -3.542 0.531
H10 -0.970 -2.268 1.938
H11 0.615 -2.636 0.870
H12 4.552 1.529 -0.522
H13 2.998 1.957 -1.113
H14 4.181 3.210 -0.996
H15 -4.342 0.192 -1.474
H16 -3.631 0.371 -2.815
H17 4.454 2.742 1.431